A structure of composition C59H42CrO5P3Si, computed with the ωB97M-V functional and the def2-TZVPD basis.

Atoms and positions in Å:
Cr 0.09889 0.13785 0.76669
C -5.73382 -0.92287 2.79741
C -4.51005 -1.52388 3.05998
C -3.41744 -1.26180 2.24824
C -3.54145 -0.40966 1.15395
C -4.76852 0.19923 0.90186
C -5.86171 -0.05856 1.72033
P -2.13634 -0.16681 0.02040
C -2.42241 1.48142 -0.70420
C -2.58308 2.57670 0.14810
C -2.69771 3.85543 -0.37838
C -2.63521 4.05181 -1.75297
C -2.45923 2.96906 -2.60257
C -2.35388 1.68472 -2.08001
C -2.47662 -1.33273 -1.33848
C -3.75076 -1.71742 -1.75934
C -3.88194 -2.65410 -2.77019
C -2.74723 -3.21476 -3.35515
C -1.48354 -2.82306 -2.94099
C -1.33108 -1.86688 -1.92731
Si 0.29898 -1.16046 -1.29879
C 1.07803 -0.22498 -2.72953
C 0.96819 -0.47885 -4.10127
C 1.75375 0.21951 -5.00410
C 2.66103 1.17990 -4.55478
C 2.77008 1.45274 -3.20299
C 1.97264 0.75030 -2.29885
P 1.91158 1.05768 -0.50178
C 3.54210 0.52181 0.12926
C 4.04543 1.01940 1.33322
C 5.25465 0.55073 1.82741
C 5.95812 -0.43544 1.14801
C 5.44886 -0.95454 -0.03445
C 4.25062 -0.47261 -0.54581
C 1.93645 2.88701 -0.48640
C 0.72256 3.55020 -0.67103
C 0.67827 4.93392 -0.74037
C 1.84760 5.67481 -0.62369
C 3.05673 5.02272 -0.44488
C 3.10297 3.63463 -0.37778
C 1.51080 -2.57850 -1.02074
C 2.13249 -3.29449 -2.05262
C 2.99038 -4.34512 -1.76633
C 3.22502 -4.71728 -0.44334
C 2.61279 -4.02471 0.58613
C 1.78824 -2.93697 0.29158
P 0.86741 -1.98705 1.53260
C 1.97225 -1.66654 2.94062
C 3.35377 -1.81049 2.89028
C 4.13100 -1.46020 3.98845
C 3.53876 -0.95650 5.13534
C 2.15959 -0.78754 5.18466
C 1.38274 -1.13493 4.09097
C -0.30688 -3.27467 2.10608
C -1.16446 -3.80055 1.13631
C -2.10350 -4.76259 1.46636
C -2.19852 -5.21388 2.77788
C -1.34444 -4.70731 3.74413
C -0.39700 -3.74206 3.41088
H -6.58206 -1.11209 3.44382
H -4.39569 -2.17878 3.91481
H -2.46046 -1.69652 2.48598
H -4.87767 0.88489 0.06985
H -6.80927 0.42591 1.51978
H -2.62822 2.42383 1.22145
H -2.82649 4.69933 0.28783
H -2.72310 5.05141 -2.16168
H -2.40373 3.12036 -3.67332
H -2.21507 0.84104 -2.74652
H -4.63446 -1.30736 -1.28562
H -4.86828 -2.96514 -3.09236
H -2.85511 -3.96432 -4.13010
H -0.61063 -3.28520 -3.39248
H 0.26279 -1.21652 -4.46923
H 1.65849 0.02535 -6.06577
H 3.26547 1.72790 -5.26685
H 3.44971 2.22229 -2.85537
H 3.48426 1.76022 1.89025
H 5.63665 0.95034 2.75899
H 6.90008 -0.80042 1.53961
H 5.98310 -1.73342 -0.56472
H 3.86318 -0.88692 -1.46869
H -0.19908 2.98544 -0.76018
H -0.27245 5.43393 -0.87565
H 1.81310 6.75672 -0.66124
H 3.97192 5.59315 -0.34562
H 4.05739 3.14540 -0.23830
H 1.96087 -3.01435 -3.08862
H 3.47432 -4.88430 -2.57191
H 3.88314 -5.54817 -0.22045
H 2.77511 -4.32761 1.61389
H 3.83635 -2.15431 1.98444
H 5.20757 -1.56937 3.93606
H 4.14980 -0.67982 5.98572
H 1.69026 -0.37425 6.06931
H 0.30899 -0.99488 4.12789
H -1.10386 -3.44743 0.11182
H -2.76666 -5.15293 0.70411
H -2.93616 -5.96117 3.04289
H -1.41027 -5.06046 4.76583
H 0.26400 -3.36002 4.17603
O -0.04565 3.32097 6.06927
C -0.01204 2.68026 5.06130
C -1.08246 1.66230 4.58291
O -2.07838 1.34040 5.18163
C -0.57465 1.19940 3.29027
C 0.61632 1.79079 2.97012
O 1.15965 1.45433 1.83399
C 1.10656 2.69839 3.99580
O 2.14539 3.31248 4.05262
O -1.06299 0.33099 2.46116

Atoms 1-6, force components in eV/Å:
-0.3 0.2 0.5
0.0 0.0 0.0
0.0 0.0 0.0
-0.1 -0.1 0.0
0.1 0.1 0.0
-0.1 0.0 0.0

Computed properties:
- DFT total energy (Eh) = -5007.81916
- charge = 0
- 2S+1 = 2
- frontier orbital gap (spin up / spin down) (eV) = 7.49 / 7.23
- max |F| (eV/Å) = 0.7